## A
C8H10O | ωB97M-V/def2-TZVPD

Structure (XYZ):
```
19
Properties=species:S:1:pos:R:3
O 0.550 0.450 1.466
C -0.620 0.557 -1.567
C -1.898 0.524 -0.879
C 2.601 -0.773 1.684
C -2.132 1.829 -0.122
C 0.269 -2.482 -0.324
C 0.701 -1.595 0.360
C 0.418 0.617 -2.143
C 1.199 -0.524 1.186
H -1.894 -0.316 -0.179
H 2.553 -1.447 2.542
H 3.046 0.160 2.008
H -3.141 1.860 0.287
H -2.694 0.358 -1.610
H 1.358 0.689 -2.617
H -2.008 2.690 -0.794
H -1.411 1.922 0.686
H -0.107 -3.270 -0.910
H 3.211 -1.246 0.924
```

## Properties
Orbital gap (eV): 10.02
Spin multiplicity: 1
LUMO energy (eV): 0.37
Total charge: 0
SMILES: C#CC(C)=O.C#CCC
E_HOMO (eV): -9.64

***

## B
C8H10O | ωB97M-V/def2-TZVPD

Structure (XYZ):
```
19
Properties=species:S:1:pos:R:3
O 2.484 -1.163 0.085
C 0.191 1.664 -0.538
C -2.281 -0.786 -0.228
C -0.448 0.792 0.586
C 0.056 -1.301 -0.125
C 0.750 0.456 1.279
C 1.296 -0.435 0.023
C 1.078 0.719 -0.993
C -0.918 -0.536 0.237
H 1.842 0.844 -1.862
H 3.554 -0.684 -0.468
H 0.521 0.054 2.326
H -3.094 -0.862 0.704
H -2.710 0.154 -0.737
H -0.137 -2.102 -1.125
H -0.348 2.408 -1.253
H -0.980 1.161 1.498
H 1.499 1.259 1.556
H -2.357 -1.642 -0.965
```

## Properties
Orbital gap (eV): 9.05
Spin multiplicity: 1
LUMO energy (eV): 0.30
Total charge: 0
E_HOMO (eV): -8.75

***

Which of them is least stable? Easy: B.

***

## A
CBrClFO2S | ωB97M-V/def2-TZVPD

Structure (XYZ):
```
7
Properties=species:S:1:pos:R:3
Br 1.125 0.905 1.381
Cl 4.061 -1.219 -1.002
S -1.643 0.188 0.507
F 0.702 -0.759 -0.701
O -2.087 -0.890 -0.343
O -2.331 1.468 0.276
C 0.173 0.307 -0.118
```

## Properties
Orbital gap (spin up / spin down) (eV): 4.04 / 3.71
Spin multiplicity: 1
LUMO energy (spin up / spin down) (eV): 0.20 / -0.14
Total charge: -1
E_HOMO (spin up / spin down) (eV): -3.85 / -3.85

***

## B
CBrClFO2S | ωB97M-V/def2-TZVPD

Structure (XYZ):
```
7
Properties=species:S:1:pos:R:3
Br 1.454 -0.130 -1.745
Cl -0.873 -4.146 -2.674
S 0.281 1.198 0.677
F 0.954 -1.239 0.477
O -0.384 0.874 1.936
O -0.444 2.122 -0.171
C 0.334 -0.362 -0.285
```

## Properties
Orbital gap (spin up / spin down) (eV): 3.70 / 3.32
Spin multiplicity: 1
LUMO energy (spin up / spin down) (eV): -0.04 / -0.42
Total charge: -1
E_HOMO (spin up / spin down) (eV): -3.73 / -3.74

***

Which of them is least stable? Easy: B.

***

## A
CH2N2O2S | ωB97M-V/def2-TZVPD

Structure (XYZ):
```
8
Properties=species:S:1:pos:R:3
S 0.833 0.992 -1.481
O 2.320 -0.966 0.473
O -0.454 1.253 -0.459
N 1.232 -0.563 0.284
N 0.119 -0.678 0.709
C -0.949 0.102 0.124
H -1.486 -0.550 -0.582
H -1.616 0.410 0.933
```

## Properties
Orbital gap (spin up / spin down) (eV): 7.72 / 7.53
Spin multiplicity: 1
LUMO energy (spin up / spin down) (eV): -1.40 / -1.49
Total charge: 0
E_HOMO (spin up / spin down) (eV): -9.12 / -9.02

***

## B
CH2N2O2S | ωB97M-V/def2-TZVPD

Structure (XYZ):
```
8
Properties=species:S:1:pos:R:3
S 1.074 0.726 0.160
O 0.637 -0.376 -1.196
O 1.073 2.092 -0.280
N -0.415 0.615 1.033
N -0.427 -2.511 -0.904
C -0.016 -1.423 -0.963
H -0.692 -0.176 1.611
H -1.233 1.052 0.539
```

## Properties
Orbital gap (eV): 10.96
Spin multiplicity: 1
LUMO energy (eV): 0.04
Total charge: 0
E_HOMO (eV): -10.92

***

Which of them is least stable? Easy: A.

***

## A
CH2N2O2S | ωB97M-V/def2-TZVPD

Structure (XYZ):
```
8
Properties=species:S:1:pos:R:3
S -2.364 -0.358 0.071
O -0.698 1.384 0.043
O -0.977 -0.953 0.188
N 2.299 -0.373 0.180
N 1.341 0.241 -0.278
C 0.233 0.651 0.067
H -2.365 -0.097 -1.393
H 2.532 -0.494 1.123
```

## Properties
Orbital gap (spin up / spin down) (eV): 6.72 / 8.60
Spin multiplicity: 1
LUMO energy (spin up / spin down) (eV): -1.82 / -0.71
Total charge: 0
E_HOMO (spin up / spin down) (eV): -8.55 / -9.31

***

## B
CH2N2O2S | ωB97M-V/def2-TZVPD

Structure (XYZ):
```
8
Properties=species:S:1:pos:R:3
S 2.154 0.166 -0.053
O 1.931 1.070 -1.173
O 0.891 0.218 0.984
N -0.541 -1.732 -0.724
N -0.424 0.506 0.521
C -1.063 -0.732 -0.323
H -1.931 -0.182 -0.642
H -1.017 0.687 1.410
```

## Properties
Orbital gap (spin up / spin down) (eV): 7.03 / 9.21
Spin multiplicity: 1
LUMO energy (spin up / spin down) (eV): -1.75 / -0.93
Total charge: 0
E_HOMO (spin up / spin down) (eV): -8.78 / -10.14

***

Which of them is least stable? Easy: A.

***

## A
C25H35BrN8O5Pb | ωB97M-V/def2-TZVPD

Structure (XYZ):
```
75
Properties=species:S:1:pos:R:3
Pb -0.707 0.453 0.379
Br 0.319 2.812 1.564
O -1.427 1.163 2.005
O 0.169 -0.663 -1.734
O -4.986 1.219 -0.413
O 0.778 -1.697 -3.795
O -2.993 1.077 0.489
N 0.755 -1.368 0.375
N -2.173 1.460 3.691
N -0.856 -0.743 2.415
N -1.707 -0.131 -1.636
N -1.706 -0.536 4.714
N 0.602 1.612 -0.737
N 2.682 -2.515 -0.465
N 2.749 -0.371 -1.228
C -2.363 2.685 2.694
C -0.393 -2.096 2.392
C -3.126 0.217 -1.680
C 3.963 -2.364 -1.142
C 2.414 -3.817 0.105
C -1.574 0.065 3.477
C -1.440 -0.755 -2.957
C 1.903 -1.392 -0.440
C 2.049 3.661 -0.780
C 2.957 2.204 -4.435
C 4.009 -0.930 -1.633
C -1.301 -1.867 5.101
C 1.309 1.343 -2.378
C -2.636 1.623 5.055
C -2.304 0.305 5.737
C -2.294 -0.990 -4.044
C -3.703 0.860 -0.488
C 2.399 2.421 -3.019
C 1.130 2.804 -0.154
C 2.459 1.035 -1.628
C -0.074 -1.095 -2.904
C -3.990 0.007 -2.717
C -3.595 -0.606 -3.938
C -0.065 -2.452 0.886
C 2.703 3.484 -2.212
H 3.154 1.686 -1.143
H -1.115 -2.857 2.716
H 0.398 -3.425 0.937
H 2.528 1.228 -2.992
H -5.522 1.036 -1.188
H -1.009 -2.591 0.338
H 2.327 -3.755 1.190
H 1.536 -4.269 -0.351
H -3.715 1.809 5.066
H -3.012 2.402 1.884
H 0.542 -2.154 2.974
H -1.587 0.455 6.551
H 0.951 0.472 -2.893
H 4.024 -3.064 -1.979
H -1.369 3.052 2.331
H 1.292 1.459 -1.321
H -5.030 0.302 -2.657
H -2.119 2.456 5.542
H 3.257 -4.475 -0.107
H 3.513 1.265 -4.495
H 3.632 3.015 -4.701
H 2.362 4.524 -0.212
H 2.149 2.179 -5.168
H -1.508 -2.004 6.164
H -1.876 -2.626 4.574
H 4.109 -0.901 -2.724
H -0.232 -2.013 4.960
H 3.406 4.229 -2.553
H 1.632 -1.741 -3.344
H -4.302 -0.759 -4.742
H 4.842 -0.378 -1.183
H -1.904 -1.466 -4.934
H 4.779 -2.562 -0.442
H -3.209 -0.168 6.130
H -2.864 3.519 3.254
```

## Properties
Orbital gap (eV): 4.34
Spin multiplicity: 1
LUMO energy (eV): -0.20
Total charge: 0
E_HOMO (eV): -4.54

***

## B
C25H35BrN8O5Pb | ωB97M-V/def2-TZVPD

Structure (XYZ):
```
75
Properties=species:S:1:pos:R:3
Pb 0.080 0.282 -0.224
Br -3.537 1.554 -0.376
O 0.660 0.250 -2.903
O 0.188 -1.101 4.505
O 1.342 1.084 -1.907
O -0.624 -1.112 2.430
O 3.788 2.026 1.028
N -3.545 -1.142 -3.717
N -2.840 0.885 -3.075
N 0.446 -2.183 -0.584
N -0.400 4.239 1.640
N 1.593 -4.154 0.317
N 1.816 -0.464 1.425
N 2.782 -2.394 -0.317
N -1.867 -0.919 -1.973
C 0.616 -5.224 0.343
C -0.369 6.941 4.263
C 3.103 -0.206 0.817
C 1.730 -0.726 2.718
C -4.042 1.126 -3.856
C 4.084 -0.707 3.055
C -0.809 6.125 3.079
C -2.671 -0.480 -2.859
C 3.729 -3.294 0.313
C -1.780 -2.341 -1.716
C 3.149 -1.014 -0.502
C 2.777 -0.829 3.609
C -1.946 6.435 2.345
C -1.492 4.559 0.950
C 4.271 -0.465 1.738
C -2.297 5.641 1.264
C -4.181 -0.181 -4.612
C 1.489 -2.866 -0.205
C 0.321 -0.980 3.171
C -0.915 -2.706 -0.513
C -3.234 -2.423 -4.334
C -2.506 1.805 -2.087
C -0.078 5.011 2.670
C 2.977 -4.600 0.262
C 2.929 1.285 0.419
H -3.992 -2.615 -5.092
H -3.901 1.975 -4.524
H 4.663 -3.319 -0.250
H -0.945 -3.785 -0.502
H -2.758 2.813 -2.400
H 5.274 -0.477 1.320
H -5.218 -0.456 -4.801
H -0.332 6.333 5.168
H 4.146 -0.953 -0.953
H 0.820 4.729 3.213
H -3.176 5.856 0.672
H 4.376 1.479 1.620
H -1.461 1.755 -1.822
H -2.552 7.291 2.620
H -3.650 -0.136 -5.572
H 3.199 -5.249 1.108
H 1.104 -6.084 0.801
H -2.256 -2.417 -4.825
H 1.391 -0.206 -3.329
H 0.279 -5.526 -0.655
H 4.947 -0.862 3.694
H -4.900 1.319 -3.203
H -0.753 -1.267 4.662
H -0.241 -4.979 0.961
H 2.608 -1.047 4.649
H 3.174 -5.152 -0.667
H -1.052 7.770 4.443
H -2.780 -2.740 -1.494
H -1.742 3.897 0.129
H -1.393 -2.889 -2.580
H -3.271 -3.239 -3.620
H 2.482 -0.559 -1.231
H -1.395 -2.359 0.409
H 0.629 7.354 4.106
H 3.944 -2.996 1.343
```

## Properties
Orbital gap (eV): 6.92
Spin multiplicity: 1
LUMO energy (eV): 0.57
Total charge: 0
E_HOMO (eV): -6.35

***

Which of them is least stable? Easy: A.

***

## A
C3H10NO2P | ωB97M-V/def2-TZVPD

Structure (XYZ):
```
17
Properties=species:S:1:pos:R:3
P 1.081 -0.246 -0.214
O 0.169 -1.406 -0.834
O 1.212 1.101 -2.800
N -0.063 0.559 0.647
C 0.547 -1.989 -2.072
C -1.484 0.301 0.658
C 0.350 1.688 1.448
H -0.291 -2.607 -2.388
H 1.437 -2.608 -1.960
H 0.739 -1.189 -2.794
H -2.029 1.233 0.494
H 0.004 1.577 2.477
H -0.066 2.612 1.040
H -1.783 -0.120 1.622
H 1.434 1.767 1.438
H -1.735 -0.401 -0.134
H 2.036 1.565 -2.903
```

## Properties
Orbital gap (spin up / spin down) (eV): 7.12 / 7.11
Spin multiplicity: 1
LUMO energy (spin up / spin down) (eV): -0.42 / -0.42
Total charge: 0
E_HOMO (spin up / spin down) (eV): -7.54 / -7.53

***

## B
C3H10NO2P | ωB97M-V/def2-TZVPD

Structure (XYZ):
```
17
Properties=species:S:1:pos:R:3
P -0.281 0.498 0.916
O -0.646 -0.680 2.034
O 0.514 1.401 1.709
N 1.953 -1.309 0.425
C -3.041 1.002 -0.689
C 1.319 0.225 -1.370
C 0.842 -0.720 -0.190
H -0.407 -0.198 2.819
H 0.255 -1.553 -0.514
H 2.797 -0.784 0.562
H 1.636 -1.829 1.214
H -2.622 0.211 -1.419
H -2.739 1.947 -0.351
H -3.773 0.669 0.055
H 1.541 -0.444 -2.217
H 0.450 0.818 -1.787
H 2.203 0.748 -1.198
```

## Properties
Orbital gap (spin up / spin down) (eV): 7.42 / 8.14
Spin multiplicity: 1
LUMO energy (spin up / spin down) (eV): -1.35 / -0.01
Total charge: 0
E_HOMO (spin up / spin down) (eV): -8.76 / -8.14

***

## C
C3H10NO2P | ωB97M-V/def2-TZVPD

Structure (XYZ):
```
17
Properties=species:S:1:pos:R:3
P -0.599 0.313 0.573
O 2.483 -2.053 0.052
O -0.540 -0.868 -0.564
N 2.224 -0.736 -0.251
C 3.237 0.056 -0.288
C -0.441 1.809 -0.629
C -2.476 0.407 0.852
H -2.833 1.143 1.577
H -1.389 2.201 -0.985
H 0.241 2.536 -0.111
H 3.336 -2.131 0.498
H 2.951 1.071 -0.565
H 0.257 -1.251 -0.746
H -2.923 0.572 -0.183
H 0.161 1.442 -1.373
H 4.239 -0.252 -0.061
H -2.839 -0.442 1.330
```

## Properties
Orbital gap (eV): 8.78
Spin multiplicity: 1
LUMO energy (eV): 0.71
Total charge: 0
SMILES: CP(C)O.C=NO
E_HOMO (eV): -8.07

***

Which of them is least stable? Easy: B.

***

## A
C3H10NO2P | ωB97M-V/def2-TZVPD

Structure (XYZ):
```
17
Properties=species:S:1:pos:R:3
P 0.433 0.555 0.708
O 1.056 -0.901 0.469
O 1.549 1.467 -1.307
N -1.108 0.222 0.218
C 2.431 -1.179 0.417
C -1.440 -0.799 -0.846
C -2.197 1.056 0.684
H -2.211 -0.257 -1.407
H -0.489 -0.818 -1.367
H -2.721 1.526 -0.163
H 3.097 -0.825 1.267
H 2.031 2.285 -1.125
H -1.891 1.903 1.500
H 3.053 -0.626 -0.381
H -1.507 -1.685 -0.240
H -2.853 0.327 1.321
H 2.767 -2.249 0.252
```

## Properties
Orbital gap (eV): 8.82
Spin multiplicity: 1
LUMO energy (eV): 0.46
Total charge: 0
E_HOMO (eV): -8.36

***

## B
C3H10NO2P | ωB97M-V/def2-TZVPD

Structure (XYZ):
```
17
Properties=species:S:1:pos:R:3
P -2.397 -0.036 -0.741
O -2.684 1.354 0.108
O -3.551 -1.072 -0.076
N -0.216 -0.550 0.827
C 1.092 -0.296 0.344
C 1.501 -1.266 -0.791
C 1.398 1.189 -0.057
H 2.482 -1.506 -0.647
H 1.550 1.776 0.834
H 2.418 1.240 -0.633
H 1.703 -0.446 1.175
H 1.402 -0.873 -1.720
H -0.300 0.109 1.505
H 0.495 1.645 -0.658
H -1.859 1.680 0.418
H 0.783 -2.192 -0.712
H -3.818 -0.755 0.824
```

## Properties
Orbital gap (spin up / spin down) (eV): 8.54 / 6.96
Spin multiplicity: 1
LUMO energy (spin up / spin down) (eV): -0.07 / -0.36
Total charge: 0
E_HOMO (spin up / spin down) (eV): -8.61 / -7.33

***

Which of them is least stable? Easy: A.

***

## A
C34H34GeInN6O6S2 | ωB97M-V/def2-TZVPD

Structure (XYZ):
```
84
Properties=species:S:1:pos:R:3
In -0.274 0.018 -0.081
Ge -0.871 -0.626 2.380
S 1.163 -1.687 -2.567
S 1.003 2.355 -0.542
O 1.216 -2.408 -1.319
O -2.533 0.200 -0.638
O -1.680 2.681 1.209
O -1.904 -1.792 -0.704
O 1.894 -0.176 0.536
O 2.412 -1.347 -3.200
N -0.997 1.437 -2.842
N 2.757 0.358 -0.313
N 0.260 -0.378 -2.231
N -2.861 -1.004 -0.795
N -1.897 -5.113 -6.347
N 0.259 0.270 -4.490
C -2.583 -1.602 2.457
C -1.040 2.171 -5.104
C 0.445 -1.897 3.135
C -0.079 -3.563 -5.911
C -3.008 3.577 -0.633
C -2.868 3.369 0.864
C -1.501 2.817 5.685
C -1.573 -4.184 -4.129
C 3.882 -0.336 -0.582
C -1.061 0.815 3.732
C 1.972 2.963 3.305
C -0.161 0.456 -3.229
C 0.382 -3.242 2.770
C -0.190 1.122 -5.400
C 1.300 -4.167 3.251
C 3.462 2.091 -1.745
C 0.241 -2.678 -3.708
C -0.323 2.863 4.898
C 2.485 1.569 -0.883
C 0.633 -2.764 -5.035
C -0.857 -3.391 -3.250
C -1.195 -4.275 -5.468
C -0.101 1.860 3.918
C -2.186 0.825 4.517
C 0.629 3.898 5.064
C 1.752 3.951 4.287
C 1.467 -1.507 4.002
C 1.075 1.947 3.132
C 2.309 -3.761 4.113
C 2.388 -2.426 4.487
C 4.629 1.413 -1.997
C -2.412 1.821 5.495
C -1.413 2.273 -3.770
C 4.847 0.170 -1.405
H -3.317 1.786 6.091
H -3.968 4.046 -0.868
H -2.935 2.620 -1.149
H -1.663 3.588 6.431
H -2.091 3.054 -3.436
H 0.148 0.948 -6.418
H 3.172 -2.096 5.160
H -3.409 -0.939 2.190
H 1.267 1.204 2.367
H 5.730 -0.416 -1.610
H -2.914 4.333 1.386
H 1.549 -0.472 4.313
H -0.389 -3.579 2.085
H -2.854 -5.275 -6.076
H -2.575 -2.422 1.741
H -2.213 4.233 -1.001
H 2.849 3.013 2.671
H -3.682 2.752 1.246
H -1.834 -4.834 -7.314
H -1.160 -3.308 -2.214
H 0.227 -3.637 -6.949
H -2.436 -4.738 -3.775
H 3.910 -1.301 -0.099
H 0.445 4.654 5.820
H 2.469 4.752 4.418
H 3.253 3.046 -2.204
H -2.940 0.057 4.391
H 3.030 -4.477 4.489
H 1.492 -2.194 -5.364
H 5.365 1.836 -2.669
H 1.231 -5.204 2.944
H -1.395 2.858 -5.857
H -0.906 3.155 0.884
H -2.754 -2.006 3.457
```

## Properties
Orbital gap (eV): 7.50
Spin multiplicity: 1
LUMO energy (eV): 2.56
Total charge: -1
E_HOMO (eV): -4.94

***

## B
C34H34GeInN6O6S2 | ωB97M-V/def2-TZVPD

Structure (XYZ):
```
84
Properties=species:S:1:pos:R:3
In -0.484 -0.130 -0.227
Ge -1.036 -1.377 1.968
S -0.396 2.427 -0.026
S 1.943 -1.519 -1.771
O 3.308 -1.087 -1.610
O 1.353 -2.303 -0.708
O -2.427 -0.085 -1.395
O 1.622 0.507 0.732
O -3.316 1.630 0.918
O -1.661 -2.022 -1.548
N 2.065 0.559 -3.811
N 0.884 -0.309 -1.978
N -2.580 -1.257 -1.837
N 2.123 1.554 0.123
N 1.640 -4.765 -6.734
N -0.073 1.394 -3.158
C 2.868 -3.265 -5.277
C -3.693 2.964 -1.110
C 0.499 -1.863 3.103
C -2.217 2.944 5.046
C 0.701 -3.179 -3.537
C 1.344 -2.409 5.309
C -0.961 3.415 4.789
C 4.047 2.651 -0.724
C 0.295 -2.060 4.469
C 1.088 2.392 -4.980
C 1.296 2.562 -0.294
C -2.194 -0.306 3.160
C -0.079 2.667 3.980
C 3.453 1.582 -0.105
C 1.789 -2.020 2.594
C -4.343 0.007 4.256
C -0.470 1.469 3.453
C 0.625 -3.922 -4.700
C 0.982 0.571 -3.014
C 2.622 -2.563 4.790
C 2.093 1.463 -4.779
C -3.458 -0.745 3.450
C -4.278 2.080 -0.023
C 1.706 -3.973 -5.582
C 1.891 3.656 -0.937
C -3.950 1.204 4.775
C -1.765 0.945 3.706
C 2.944 -2.514 -4.116
C 3.248 3.712 -1.147
C -2.649 1.703 4.515
C 1.865 -2.477 -3.250
C 2.840 -2.369 3.433
C 0.002 2.292 -4.121
C -2.033 -3.038 1.624
H -5.095 2.599 0.496
H 1.232 4.445 -1.272
H -2.905 3.513 5.662
H 2.972 1.443 -5.419
H 2.247 -4.463 -7.479
H -3.261 3.871 -0.678
H 0.214 0.920 2.818
H -0.698 -1.923 4.887
H -0.849 2.962 -4.212
H 0.702 -4.930 -7.066
H -0.280 -4.473 -4.931
H 1.968 -1.865 1.539
H -3.807 -1.688 3.043
H -2.950 -2.832 1.070
H 1.166 -2.553 6.369
H -0.141 -3.126 -2.857
H 3.837 -2.485 3.023
H -5.339 -0.372 4.455
H 3.967 0.694 0.225
H 5.114 2.635 -0.891
H -4.623 1.791 5.391
H 3.686 4.563 -1.651
H -4.686 1.170 -0.463
H -2.876 2.386 1.325
H -1.412 -3.692 1.012
H 0.910 3.052 3.764
H 1.136 3.133 -5.764
H 3.828 -1.942 -3.873
H -0.642 4.366 5.198
H -2.905 2.427 -1.638
H 3.446 -2.828 5.442
H -4.468 3.260 -1.821
H -2.276 -3.548 2.559
H 3.711 -3.303 -5.958
```

## Properties
Orbital gap (eV): 7.58
Spin multiplicity: 1
LUMO energy (eV): 2.50
Total charge: -1
E_HOMO (eV): -5.08

***

Which of them is least stable? Easy: A.